Run i
8
Properties=species:S:1:pos:R:3 method="wB97M-V/def2-TZVPD" lumo_ev=0.974 molar_mass_g_mol=73.1 gap_ha=0.3914
O 0.26 0.18 -0.15
O 3.04 0.17 -0.31
N -0.76 0.53 0.71
C -0.99 -0.43 -0.27
C 2.41 -0.28 0.49
H -1.15 1.41 0.62
H -1.24 -1.43 0.01
H -1.58 -0.17 -1.10



Run ii
8
Properties=species:S:1:pos:R:3 method="wB97M-V/def2-TZVPD" lumo_ev="-0.536 / -0.244" molar_mass_g_mol=73.1 gap_ha="0.2758 / 0.3197"
O 1.62 -0.50 -0.11
O 2.68 0.28 0.02
N 0.41 0.02 -0.11
C -0.94 -0.47 -0.10
C -0.55 0.94 -0.16
H -1.41 -1.07 -0.84
H -0.71 1.87 0.39
H -1.10 -1.05 0.91



Stability check: which of them is least stable? run ii.